[1]
82
Properties=species:S:1:pos:R:3:forces:R:3 method="wB97M-V/def2-TZVPD" charge=+1 smiles="CC[C@@H](Br)N1[C@@H](Br)[C@](N)([PH2]=S)[N@H+](C[C@H]2CO2)[C@H](CCCCCOC)[C@@]1(CCC(C)C)CCC(F)(F)F"
C 0.8181 -1.2538 5.2016 -0.0384 0.0552 -0.0028
C 0.6118 -0.9028 3.7287 0.0045 -0.1620 0.0566
C 1.7709 -1.3452 2.8498 0.1276 -0.0496 -0.0364
Br 1.8188 -3.3180 2.8541 0.0462 -0.0974 -0.0874
N 1.9262 -0.7346 1.5404 -0.2494 0.3525 0.4524
C 2.9838 0.2283 1.5711 -0.0351 -0.2198 -0.0745
Br 4.7405 -0.6902 1.4406 0.1616 -0.0675 -0.0192
C 2.8981 1.4489 0.6234 0.0976 0.0840 -0.1400
N 4.2026 1.8891 0.2182 -0.0780 0.2466 -0.1273
P 2.0415 2.9146 1.5799 0.1424 0.3064 -0.1240
S 2.8747 4.6305 1.2880 -0.0491 -0.1837 -0.0307
N 2.2393 1.1282 -0.7166 0.0011 -0.1159 -0.0605
C 1.5695 2.3300 -1.3504 0.1263 0.1483 0.0223
C 1.9755 2.4582 -2.8006 -0.0435 0.2766 0.2053
C 2.6394 3.6919 -3.2434 0.3464 -0.8682 0.3040
O 3.3907 2.4716 -2.9475 -0.3862 0.4099 -0.1654
C 1.5761 -0.2540 -0.7870 -0.0999 0.0275 0.0157
C 0.8319 -0.4806 -2.1097 -0.0327 0.0351 -0.1194
C -0.5645 0.0662 -2.4132 0.0120 0.0655 0.1150
C -1.2015 -0.6577 -3.6020 0.0433 -0.0828 0.0798
C -2.6966 -0.3788 -3.7190 0.0459 -0.0193 0.1066
C -3.5329 -1.1264 -2.6788 0.0371 0.1142 -0.0068
O -4.7471 -1.5120 -3.2696 -0.0497 0.0427 -0.1799
C -5.8132 -1.6749 -2.3596 0.0230 -0.1206 0.0905
C 0.8586 -0.6586 0.5208 0.1134 -0.0359 -0.2679
C -0.2579 0.3712 0.9321 0.1134 -0.0851 0.0498
C -1.6832 -0.0704 1.2730 -0.0290 -0.0955 -0.1529
C -2.4938 1.0857 1.8957 0.0240 0.0671 -0.0284
C -3.8706 1.2142 1.2461 0.0172 -0.1276 0.0511
C -2.6285 0.9227 3.4097 -0.0027 0.0348 0.0482
C 0.1958 -2.0328 0.2624 -0.0411 0.0150 0.0409
C 0.8442 -3.2841 -0.3955 0.0036 -0.1715 -0.0352
C 2.2621 -3.3757 -0.9278 -0.1314 0.0434 0.0173
F 3.1849 -2.7722 -0.1713 0.0957 -0.1742 0.1698
F 2.3739 -2.8093 -2.1596 0.2684 -0.2889 -0.0915
F 2.6130 -4.6585 -1.0634 -0.0239 0.0975 0.0014
H 1.8616 -1.1352 5.4971 0.0191 -0.0003 0.0194
H 0.2208 -0.5953 5.8310 -0.0363 -0.0107 0.0009
H 0.5152 -2.2760 5.4150 0.0913 -0.0500 -0.0148
H -0.3059 -1.3766 3.3836 -0.1165 0.2028 -0.0748
H 0.5072 0.1797 3.6220 -0.0003 0.0155 0.0239
H 2.7031 -1.1476 3.3726 -0.0161 0.0713 -0.0038
H 3.0636 0.6602 2.5671 0.0972 -0.0759 0.0199
H 4.1350 2.6360 -0.4720 -0.0316 0.1010 0.0840
H 4.7529 2.2735 0.9802 0.0440 -0.2207 0.0732
H 0.6797 2.8470 1.2816 -0.1075 -0.0494 -0.0001
H 2.0915 2.4363 2.8959 -0.0998 -0.1232 0.0524
H 3.0798 1.0080 -1.2993 0.0308 -0.0148 0.0048
H 1.9683 3.1949 -0.8188 -0.0334 0.0991 -0.1329
H 0.4989 2.3038 -1.2035 -0.1070 -0.1394 -0.0032
H 1.4199 1.8830 -3.5281 0.0528 -0.1225 -0.1010
H 2.8056 4.4853 -2.5279 -0.0273 0.1212 -0.0318
H 2.6205 3.9375 -4.2943 -0.0164 0.1100 -0.0330
H 2.4539 -0.8991 -0.8375 -0.0790 0.1302 0.0354
H 0.7778 -1.5638 -2.1982 -0.1287 0.2478 -0.0311
H 1.5134 -0.2013 -2.9194 0.0474 -0.0467 -0.0049
H -1.2223 -0.0473 -1.5512 -0.0294 0.0029 0.0855
H -0.5418 1.1304 -2.6533 -0.0632 0.1142 0.0925
H -0.6921 -0.3823 -4.5280 0.0480 0.0534 0.0123
H -1.0472 -1.7356 -3.4801 -0.0301 -0.0109 -0.0511
H -2.8795 0.6948 -3.6229 -0.0359 0.0200 -0.1323
H -3.0580 -0.6778 -4.7017 -0.0055 -0.0629 -0.0153
H -3.7341 -0.4991 -1.8022 0.0506 0.0689 0.0650
H -2.9863 -2.0156 -2.3260 -0.0343 -0.0452 0.0296
H -6.5692 -2.2834 -2.8487 -0.0369 0.0264 -0.0219
H -6.2521 -0.7107 -2.0853 0.0416 0.0338 0.0320
H -5.4888 -2.1903 -1.4497 -0.0101 -0.0343 0.0069
H 0.1167 0.9019 1.8052 0.0282 0.0449 -0.0207
H -0.3638 1.1096 0.1411 0.0058 0.1370 -0.0790
H -2.1936 -0.4094 0.3681 0.0241 -0.0322 -0.0270
H -1.6836 -0.9191 1.9536 -0.0205 -0.0516 0.0200
H -1.9466 2.0197 1.7141 -0.0455 0.0250 -0.0877
H -4.5012 0.3702 1.5369 -0.0331 0.0085 -0.0278
H -3.8089 1.2197 0.1567 0.0512 0.0307 -0.0408
H -4.3701 2.1316 1.5547 -0.0267 -0.0085 0.0676
H -2.9185 -0.1002 3.6590 -0.0714 0.0153 0.0177
H -3.3946 1.5904 3.8032 0.0168 0.0404 0.0259
H -1.7018 1.1453 3.9427 0.0470 -0.0528 -0.0414
H -0.1885 -2.3606 1.2250 -0.0188 -0.0501 0.0196
H -0.6890 -1.8109 -0.3319 -0.0081 0.0301 0.0004
H 0.7637 -4.1082 0.3085 0.0515 0.0130 0.0727
H 0.2361 -3.5738 -1.2553 -0.0385 -0.0181 0.0384

---

[2]
81
Properties=species:S:1:pos:R:3:forces:R:3 method="wB97M-V/def2-TZVPD" relative_energy_kcal_mol=58.4 charge=-1
C 1.5953 5.8559 -0.2575 0.0914 0.1027 -0.7770
C 0.4972 4.8994 0.0670 -1.4442 0.5275 0.4735
H 1.2387 6.8064 -0.6540 -0.2577 0.0209 0.2000
H 2.1860 5.4253 -1.0651 0.2520 0.1711 0.2997
H 2.2323 6.0694 0.6100 -0.0586 -0.2260 -0.2458
C -0.7899 5.2237 -0.1854 0.5914 -0.1981 0.6935
C -1.2355 6.4625 -0.8999 -0.3573 0.5273 -0.4270
H -1.6066 4.6390 0.2369 0.3535 -0.1757 -0.2906
H -0.8466 6.4843 -1.9348 -0.1352 0.1359 0.3918
H -0.9262 7.4019 -0.3955 -0.0532 -0.4741 -0.2511
H -2.3403 6.4891 -0.9667 0.5144 -0.0098 0.0002
Hg 1.5029 -1.7084 -2.3212 -0.3047 -0.0795 0.6381
Cl 1.6371 -2.6358 -4.4461 0.1859 -0.1414 -0.6076
C -2.4392 -1.1828 2.5508 1.1642 0.3371 -1.1302
O -1.4675 -1.1196 1.8015 -1.2420 -0.3379 1.2057
N -3.7262 -1.2807 2.1252 -0.3825 -0.1473 -0.0317
C -4.0082 -1.6492 0.7486 -0.0878 0.0370 -0.0532
C -4.8097 -1.3709 3.0873 0.3301 -0.1867 0.1178
H -2.3606 -1.1493 3.6550 0.0732 0.1499 -0.1389
H -3.2218 -1.2754 0.0914 0.0054 -0.0516 0.1472
H -4.9712 -1.2225 0.4469 0.1514 0.0176 0.0466
H -4.0766 -2.7411 0.6348 0.0634 0.1478 0.0083
H -4.5172 -0.8094 3.9840 -0.2333 -0.1384 -0.1777
H -5.0095 -2.4161 3.3783 -0.0867 0.2228 -0.0633
H -5.7293 -0.9421 2.6690 0.2665 -0.0198 0.1106
H 2.0180 -6.1467 -0.5921 -0.0006 0.1616 0.0247
H 3.4836 -6.7155 0.9847 0.3322 0.2294 0.0738
C 2.4687 -5.2022 -0.9082 -0.1430 0.0285 -0.3083
C 4.2306 -5.9806 0.6544 0.0556 0.3289 -0.1882
N 3.5432 -4.8701 0.0120 -0.1485 -0.2634 -0.0459
H 1.7062 -4.4167 -0.9135 0.2239 -0.1088 0.0373
C 4.1177 -3.6456 -0.0510 -0.5157 1.2595 -1.0669
O 3.7642 -2.7352 -0.8119 0.8009 -1.6468 1.3672
H 4.8050 -5.5922 1.5050 -0.1579 -0.2627 -0.1302
H 4.9450 -3.5432 0.6772 -0.0728 0.1652 -0.1453
H 2.8269 -5.3257 -1.9395 -0.0041 0.0952 0.1500
H 4.9260 -6.4663 -0.0504 -0.1612 -0.0351 0.2343
H -0.5106 3.2890 -3.3032 0.0347 -0.1750 -0.0910
H -3.0822 3.7493 -2.0285 -0.1441 -0.1878 -0.1660
C -1.0991 2.4932 -3.7779 0.3174 0.5350 0.1637
C -3.2829 2.9577 -2.7690 0.3186 -0.0737 0.1942
N -2.1456 2.0578 -2.8709 -0.4593 -0.4729 -0.4617
H -0.4198 1.6896 -4.0537 -0.1479 -0.1026 0.2418
C -2.2369 0.7629 -2.4473 1.1290 -0.4250 -0.0936
O -1.3452 -0.0770 -2.5156 -1.3728 0.8750 -0.0995
H -4.1714 2.3888 -2.4755 0.0776 0.2118 0.0130
H -3.2254 0.5546 -1.9858 0.1620 -0.0397 -0.0392
H -1.5716 2.9227 -4.6730 0.1005 -0.1762 0.0556
H -3.4505 3.4339 -3.7453 -0.1273 -0.1316 0.2228
O 1.6727 2.7336 0.1446 -1.9870 1.1646 0.5975
C 0.8872 3.6718 0.8731 0.7527 -1.5145 -0.2289
C -1.1053 2.2407 0.4213 -0.5744 0.3764 0.0705
C -0.2990 2.8900 1.3726 -0.5656 -0.6156 0.4088
H -0.6976 2.0578 -0.5818 -0.1832 0.2223 0.3923
C -2.4416 1.9640 0.7434 0.8363 -0.0865 0.0269
H 1.4312 4.0183 1.7592 0.2922 0.1262 0.0197
C -0.6531 2.8066 2.7360 -0.5812 0.4734 -0.6977
H -3.1181 1.5762 -0.0272 0.2065 0.1810 0.4282
C -2.8783 2.1757 2.0516 -0.1509 -0.1257 0.1138
C -1.9843 2.4897 3.0775 0.4661 -0.2215 -0.1591
H 0.0923 3.0546 3.4930 -0.2837 0.1757 -0.1266
H -3.9311 2.0551 2.2736 -0.0460 -0.1768 0.1274
H -2.3198 2.4592 4.1289 0.2539 0.1574 -0.6551
Si 3.0445 2.1489 -0.5164 3.5968 -1.7910 -2.4486
Cl 1.7698 1.0412 -2.1364 -1.0043 1.3015 -0.1325
C 4.4506 1.3992 -1.8270 0.5241 -0.4015 -0.2228
C 3.5866 0.8328 0.7248 -0.6480 0.4441 0.8406
C 3.9569 3.8312 -0.6285 0.1500 0.8243 1.1571
H 4.2848 0.3779 -2.2098 -0.4646 0.1803 0.2477
H 5.4281 1.2480 -1.3401 0.1442 0.5749 0.2815
H 4.6504 1.9663 -2.7530 -0.1236 0.2499 0.2468
H 3.6547 4.3326 -1.5569 0.0557 -0.1325 0.0954
H 5.0532 3.9254 -0.5770 -0.2061 -0.7388 -0.2588
H 3.6205 4.4568 0.2186 0.0690 -0.0033 -0.3965
H 3.7421 -0.1621 0.2998 0.0830 0.2856 -0.1709
H 2.7993 0.7607 1.4906 0.3271 -0.1275 0.1536
H 4.5167 1.1887 1.1902 -0.0875 -0.1682 0.0095
C 0.9829 -1.3860 -0.3298 -0.1422 -0.4924 0.5334
H 0.7236 -2.4020 0.0071 -0.1824 0.4021 0.3832
H 0.1029 -0.7324 -0.2922 0.2568 -0.3074 -0.0254
H 1.7676 -0.9843 0.3344 -0.2804 -0.2362 -0.6924

---

[3]
96
Properties=species:S:1:pos:R:3:forces:R:3 method="wB97M-V/def2-TZVPD" charge=0
C -1.7084 -3.3405 0.0503 0.0163 0.2914 0.0221
C -0.8541 -2.2456 0.6851 -0.6783 -0.7835 -0.6169
O 0.4512 -2.3457 0.0860 0.5066 0.3713 0.5506
C 1.1171 -1.1592 -0.1046 0.0063 -0.5282 -0.2446
Cl 0.9988 -0.0747 1.3281 -0.5238 0.1456 -0.2549
C 0.5592 -0.5918 -1.4476 2.9694 0.9563 0.5539
O -0.5480 -0.4247 -1.7725 -3.2719 0.0208 -0.4116
N 1.6448 -0.2881 -2.2454 0.1522 0.4890 0.1871
C 2.8237 -0.1152 -1.4381 2.0017 1.4422 0.5422
C 3.0311 1.3066 -0.7975 -0.6020 0.0874 0.3052
C 1.8498 2.2620 -0.9815 0.0484 -0.6791 0.5100
N 2.1369 3.6203 -0.4800 -1.0478 0.2808 -0.6935
C 1.2467 3.9876 0.6318 0.2883 -0.3118 1.0661
C 1.7356 3.4646 1.9951 -0.7885 0.0946 -0.4687
C 1.8011 4.5082 -1.5814 -1.6087 -0.7532 0.7349
C 0.3548 4.6382 -2.0473 -0.2128 -0.6149 0.3541
O 2.6237 5.1086 -2.1545 2.3417 1.3538 -1.2432
P 4.3231 -0.3448 -2.5692 -0.5618 -3.2006 -2.3482
O 5.6649 -0.5705 -1.6716 -0.6116 1.7037 0.3361
O 4.4412 1.0365 -3.4791 0.5866 0.0273 1.5926
C 2.6464 -1.2867 -0.4463 -0.0014 -0.7665 -0.0302
Cl 3.7632 -1.2570 0.9451 -0.0726 0.1737 -0.1516
P 2.9439 -3.0217 -1.0929 0.5390 -0.1185 -0.7894
O 2.6766 -4.0133 -0.0957 -0.8552 -0.8660 1.5315
O 4.4911 -3.1687 -1.5234 -0.7140 0.4559 -0.5252
O 2.0759 -3.1810 -2.4341 0.8761 0.1090 0.1325
H -1.0699 -4.0718 -0.4259 0.1212 -0.3628 0.1427
H -2.3555 -3.8022 0.7865 -0.0280 -0.2231 0.1117
H -2.3414 -2.9286 -0.7272 -0.0722 0.1270 -0.1678
H -1.3417 -1.3038 0.4696 0.2994 0.3888 0.0977
H -0.7571 -2.3869 1.7540 0.1606 0.0501 0.2209
H 1.4772 0.3916 -2.9733 -0.1450 -0.2047 -0.2170
H 3.9026 1.8074 -1.2192 0.0917 -0.0056 -0.0795
H 3.2098 1.2210 0.2695 0.1029 -0.0796 0.1154
H 1.5410 2.2655 -2.0270 0.0973 0.2882 -0.1653
H 1.0023 1.8517 -0.4312 -0.1640 0.0216 -0.0511
H 0.2257 3.6219 0.4979 -0.0967 -0.0860 -0.1998
H 1.1532 5.0664 0.7125 0.3050 0.2596 -0.3382
H 2.8090 3.3460 2.0404 0.2148 0.0408 0.0115
H 1.3883 4.1581 2.7522 0.1714 0.1225 0.2857
H 1.2240 2.5332 2.2080 0.2646 -0.3424 0.1261
H -0.3354 4.0149 -1.4864 -0.1086 0.0134 0.0648
H 0.2996 4.3261 -3.0844 0.1123 0.0215 -0.2162
H 0.0241 5.6682 -2.0027 0.0874 0.2155 0.0849
H 5.7394 0.0236 -0.9030 0.1648 -0.2319 0.0150
H 5.2735 1.4753 -3.2351 -0.2410 0.3790 -0.2281
H 4.5397 -3.4073 -2.4597 0.5048 0.1469 0.0933
H 2.6587 -2.9959 -3.1880 -0.5889 0.2606 -0.2757
C 2.9630 1.7873 -6.1546 0.1507 0.0972 0.0510
O 1.6728 1.9071 -6.7611 -0.0299 0.0453 -0.0287
C 1.1964 0.7667 -7.2623 -0.0503 0.0570 -0.0072
O 1.7499 -0.3019 -7.2375 -0.0234 0.0392 0.0155
O -0.0023 1.0155 -7.7926 0.0361 0.0383 0.0239
C -0.6381 -0.1263 -8.3697 -0.1885 -0.1463 -0.1236
H 3.2389 2.7716 -5.7856 -0.1984 0.0648 -0.0545
H 2.9308 1.0964 -5.3187 0.0328 -0.1238 -0.1057
H 3.7030 1.4653 -6.8855 -0.0432 -0.1405 0.0332
H -0.8117 -0.8920 -7.6156 0.1196 -0.0337 -0.0203
H -0.0407 -0.5271 -9.1867 0.0668 -0.0602 0.0901
H -1.5946 0.2084 -8.7614 0.0502 0.1700 0.0650
C 3.1817 -11.1957 -0.7507 -0.0140 -0.2173 -0.0712
O 3.3031 -10.1508 0.2123 -0.0022 0.0034 0.0053
C 3.2796 -8.9177 -0.3091 0.0114 0.0919 0.1177
O 3.1685 -8.6543 -1.4795 0.0144 -0.0737 0.0265
O 3.4000 -8.0460 0.6850 0.0633 -0.0738 -0.0121
C 3.3888 -6.6679 0.2747 -0.0026 0.0987 0.0360
H 3.2146 -12.1351 -0.2051 0.0173 0.1027 0.1483
H 2.2317 -11.1253 -1.2782 0.0619 0.0777 -0.0833
H 4.0098 -11.1670 -1.4572 -0.0736 0.0806 -0.0697
H 2.4499 -6.4191 -0.2070 0.0285 -0.0563 -0.0813
H 4.2252 -6.4613 -0.3904 -0.0684 -0.0473 -0.0875
H 3.4930 -6.0625 1.1674 -0.0259 -0.1712 0.1049
C -0.5602 0.4382 5.7090 0.1767 -0.2246 0.0934
O -1.0667 1.4805 4.8733 0.0294 0.0229 -0.0449
C -2.2434 1.9737 5.2639 0.0170 0.0378 -0.0740
O -2.8755 1.6168 6.2235 0.0253 0.0101 -0.0390
O -2.5963 2.9309 4.4042 0.0520 -0.0172 -0.0050
C -3.8481 3.5529 4.7025 -0.2574 0.1752 -0.0150
H 0.3913 0.1223 5.2894 -0.0324 0.1532 -0.1574
H -0.3948 0.8018 6.7216 -0.1364 -0.0172 0.0193
H -1.2391 -0.4128 5.7166 -0.0733 0.0708 0.0973
H -3.8131 4.0397 5.6756 -0.0254 -0.1235 0.0534
H -4.6571 2.8254 4.6698 0.0244 -0.0190 0.1161
H -4.0240 4.3061 3.9398 0.1813 -0.0662 -0.0884
C -9.8331 5.8239 3.8114 -0.1348 0.1826 -0.1329
O -8.7806 4.9049 4.1084 0.0461 -0.0301 0.0119
C -8.9461 4.2319 5.2493 0.0496 -0.0091 -0.0435
O -9.8742 4.3418 6.0062 0.0373 -0.0020 -0.0335
O -7.9013 3.4163 5.4030 0.0321 0.0295 -0.0469
C -7.9413 2.6252 6.5931 0.0990 -0.1946 0.1829
H -9.5801 6.3009 2.8686 0.1532 -0.1077 0.0032
H -10.7811 5.3004 3.7010 -0.0082 0.0061 0.1277
H -9.9085 6.5856 4.5855 -0.0710 -0.0858 0.0651
H -8.8139 1.9746 6.5930 -0.0675 0.1068 0.0421
H -7.9404 3.2602 7.4771 -0.1296 0.0121 -0.0201
H -7.0433 2.0131 6.5967 0.0438 0.0869 -0.1564

---

Quick rundown of maximum force, same order as above: 1.0 4.7 4.0 eV/A
Quick rundown of lowest unoccupied orbital energy, same order as above: -2.3 2.3 0.2 eV